Entry 1:
# C47H38KN4O5SSbSi

A structure of composition C47H38KN4O5SSbSi (ωB97M-V/def2-TZVPD, the Open Molecules 2025 dataset).

For the relative energy (zero: lowest compared OMol25 entry of this formula, charge and spin), the calculation gives 5.0 kcal per mole. The max |F| is 1.60 eV Å⁻¹. As for the HOMO-LUMO gap: 5.80 eV. Its charge is -2. The lowest unoccupied orbital energy is 3.89 eV. As for the HOMO energy: -1.9061 eV.

Geometry (Å):
K: 0.682 -0.962 -1.517
O: 1.270 -4.459 3.409
C: 1.281 -3.734 2.444
C: 0.687 -2.339 2.324
O: -0.089 -1.843 3.127
C: 1.255 -1.754 1.120
C: 1.883 -2.754 0.320
O: 2.307 -2.649 -0.854
C: 1.940 -4.028 1.098
O: 2.384 -5.096 0.737
O: 1.119 -0.480 0.775
S: 4.053 0.208 -0.931
Sb: 2.979 0.959 0.928
C: 1.430 2.358 0.699
C: 0.304 2.408 1.507
C: -0.606 3.452 1.369
C: -0.392 4.440 0.420
C: 0.731 4.387 -0.394
C: 1.644 3.354 -0.252
C: 3.181 0.080 2.823
C: 4.478 -0.309 3.164
C: 4.749 -0.808 4.426
C: 3.726 -0.899 5.367
C: 2.442 -0.512 5.032
C: 2.165 -0.024 3.757
C: 4.375 2.495 1.618
C: 4.031 3.246 2.742
C: 4.872 4.231 3.237
C: 6.087 4.482 2.606
C: 6.439 3.747 1.486
C: 5.584 2.763 0.993
H: 0.111 1.617 2.221
H: -1.492 3.476 1.992
H: -1.105 5.247 0.302
H: 0.890 5.143 -1.155
H: 2.513 3.306 -0.897
H: 5.282 -0.227 2.440
H: 5.751 -1.134 4.674
H: 3.935 -1.298 6.352
H: 1.628 -0.624 5.736
H: 1.141 0.196 3.489
H: 3.091 3.055 3.252
H: 4.580 4.797 4.114
H: 6.752 5.248 2.988
H: 7.382 3.935 0.985
H: 5.857 2.194 0.110
N: -1.704 2.193 -3.213
C: -1.019 2.102 -4.399
C: 0.257 1.769 -4.059
N: 0.367 1.643 -2.690
C: -0.836 1.891 -2.225
H: -2.703 2.276 -3.093
H: -1.505 2.253 -5.346
H: 1.087 1.584 -4.721
H: -1.143 1.843 -1.191
N: 2.987 -2.119 -3.408
C: 2.723 -3.132 -4.291
C: 2.572 -2.532 -5.508
N: 2.722 -1.168 -5.397
C: 2.965 -0.970 -4.119
H: 3.042 -2.203 -2.388
H: 2.657 -4.152 -3.954
H: 2.354 -3.017 -6.446
H: 3.123 -0.024 -3.623
C: -4.999 -5.457 -1.320
C: -5.552 -4.331 -1.910
C: -4.907 -3.101 -1.821
C: -3.689 -2.949 -1.154
C: -3.152 -4.108 -0.579
C: -3.790 -5.338 -0.647
Si: -2.660 -1.316 -0.957
C: -3.183 -0.879 0.853
C: -4.087 -1.592 1.645
C: -4.393 -1.201 2.943
C: -3.811 -0.066 3.490
C: -2.911 0.663 2.725
C: -2.601 0.246 1.439
C: -3.810 -0.079 -1.933
C: -4.416 1.062 -1.397
C: -5.072 1.999 -2.194
C: -5.166 1.817 -3.568
C: -4.588 0.680 -4.128
C: -3.920 -0.231 -3.325
H: -5.502 -6.416 -1.385
H: -6.498 -4.400 -2.437
H: -5.385 -2.240 -2.276
H: -2.202 -4.046 -0.056
H: -3.334 -6.204 -0.180
H: -4.564 -2.478 1.243
H: -5.083 -1.795 3.533
H: -4.037 0.230 4.508
H: -2.423 1.537 3.143
H: -1.852 0.797 0.879
H: -4.376 1.232 -0.327
H: -5.517 2.874 -1.732
H: -5.682 2.540 -4.188
H: -4.641 0.510 -5.199
H: -3.445 -1.084 -3.801

=====

Entry 2:
# C9H15N3O2S

The molecule C9H15N3O2S (ωB97M-V/def2-TZVPD, the Open Molecules 2025 dataset).

For the relative energy (zero: lowest compared OMol25 entry of this formula, charge and spin), the calculation gives 140.5 kcal per mole. The max |F| is 4.13 eV Å⁻¹. As for the HOMO-LUMO gap: 5.22 eV. Its charge is 0. The lowest unoccupied orbital energy is -0.62 eV. As for the HOMO energy: -5.8479 eV.

Geometry (Å):
C: -4.137 -2.378 -0.617
C: -4.259 0.096 -0.915
C: -0.992 0.582 1.159
C: 0.420 1.175 -0.726
C: 0.169 1.094 2.131
C: 1.656 1.312 0.264
C: -1.446 -0.628 -0.845
C: -0.035 -2.636 -0.776
C: -0.720 -1.636 -1.736
N: -4.477 -1.237 -0.604
N: -0.455 0.206 -0.125
N: 0.988 2.050 1.368
O: -4.099 -3.514 -0.649
O: -5.162 0.872 -0.742
S: -2.655 0.489 -1.588
H: -1.592 -0.146 1.704
H: -1.698 1.435 0.992
H: -0.084 2.192 -1.032
H: 0.769 0.674 -1.666
H: -0.355 1.473 2.974
H: 0.877 0.263 2.256
H: 1.923 0.412 0.754
H: 2.492 1.980 -0.210
H: -0.748 -3.240 -0.355
H: 0.400 -1.983 -0.018
H: 0.726 -3.215 -1.323
H: -1.514 -1.946 -2.358
H: 0.013 -1.215 -2.386
H: 0.339 2.714 0.947
H: 1.579 2.579 2.013

=====

Entry 3:
# C25H19F2MnN3

A structure of composition C25H19F2MnN3 (ωB97M-V/def2-TZVPD, the Open Molecules 2025 dataset).

The max |F| is 0.38 eV Å⁻¹. As for the HOMO-LUMO gap (alpha / beta): 6.51 / 6.53 eV. Its charge is +1. The lowest unoccupied orbital energy (alpha / beta) is -4.18 / -4.19 eV. As for the HOMO energy (alpha / beta): -10.6943 / -10.7257 eV.

Geometry (Å):
Mn: 0.168 0.120 -0.115
C: -0.343 0.088 4.143
C: 0.031 0.498 2.859
N: -0.231 -0.234 1.792
C: -0.892 -1.410 1.936
C: -1.300 -1.896 3.176
C: -1.003 -1.105 4.302
C: -1.988 -3.156 3.237
C: -2.234 -3.864 2.114
C: -1.825 -3.379 0.825
C: -2.052 -4.076 -0.377
C: -1.626 -3.536 -1.563
C: -0.980 -2.295 -1.558
N: -0.757 -1.619 -0.445
C: -1.165 -2.156 0.738
H: -0.107 0.716 4.989
H: 0.556 1.429 2.688
H: -1.301 -1.442 5.286
H: -2.302 -3.528 4.203
H: -2.749 -4.815 2.166
H: -2.560 -5.032 -0.356
H: -1.780 -4.046 -2.502
H: -0.627 -1.842 -2.477
F: -1.786 2.104 0.557
C: -0.790 1.804 -0.304
F: 0.435 2.256 0.282
H: -0.926 2.379 -1.222
C: 2.201 -1.327 -4.520
C: 3.143 -1.781 -3.598
C: 3.090 -1.386 -2.275
C: 2.089 -0.508 -1.856
C: 1.174 -0.020 -2.789
C: 1.215 -0.446 -4.113
N: 1.896 -0.174 -0.506
C: 2.980 0.304 0.273
C: 3.856 1.266 -0.227
C: 4.881 1.747 0.569
C: 5.040 1.280 1.869
C: 4.176 0.314 2.364
C: 3.153 -0.178 1.567
H: 2.256 -1.644 -5.553
H: 3.925 -2.457 -3.919
H: 3.809 -1.756 -1.555
H: 0.462 0.753 -2.498
H: 0.502 -0.055 -4.827
H: 3.723 1.634 -1.237
H: 5.557 2.496 0.177
H: 5.842 1.660 2.487
H: 4.310 -0.071 3.366
H: 2.498 -0.963 1.927

=====

Entry 4:
# C6H16N2O

A cluster of 2 separate species, C6H16N2O in total (ωB97M-V/def2-TZVPD, the Open Molecules 2025 dataset).

As for the SMILES: CC(=O)C(C)C.NCN. For the relative energy (zero: lowest compared OMol25 entry of this formula, charge and spin), the calculation gives 28.2 kcal per mole. The max |F| is 3.07 eV Å⁻¹. As for the HOMO-LUMO gap: 10.11 eV. Its charge is 0. The lowest unoccupied orbital energy is 0.94 eV. As for the HOMO energy: -9.1641 eV.

Geometry (Å):
C: 0.462 -0.829 -1.660
C: 0.324 0.322 -0.702
O: -0.167 1.384 -1.031
C: 1.336 0.267 0.565
C: 2.674 0.827 0.081
C: 1.506 -1.121 1.168
H: -0.031 -0.596 -2.601
H: 1.505 -1.076 -1.844
H: -0.034 -1.699 -1.232
H: 0.930 0.957 1.313
H: 3.366 0.928 0.917
H: 2.538 1.805 -0.378
H: 3.126 0.170 -0.660
H: 0.546 -1.539 1.468
H: 2.138 -1.066 2.055
H: 1.975 -1.805 0.464
N: -2.768 -0.556 -0.714
C: -2.313 -0.048 0.556
N: -2.616 1.358 0.724
H: -3.768 -0.410 -0.807
H: -2.325 -0.015 -1.452
H: -2.817 -0.607 1.350
H: -1.128 -0.207 0.645
H: -2.440 1.660 1.675
H: -2.019 1.898 0.100

=====

Entry 5:
# C5H10N2

A cluster of 2 separate species, C5H10N2 in total (ωB97M-V/def2-TZVPD, the Open Molecules 2025 dataset).

As for the SMILES: C=CN=C.C=CN. For the relative energy (zero: lowest compared OMol25 entry of this formula, charge and spin), the calculation gives 57.1 kcal per mole. The max |F| is 1.19 eV Å⁻¹. As for the HOMO-LUMO gap: 9.20 eV. Its charge is 0. The lowest unoccupied orbital energy is 0.80 eV. As for the HOMO energy: -8.3995 eV.

Geometry (Å):
C: -1.523 -0.489 2.556
C: -1.414 -0.681 1.244
N: -1.161 -1.942 0.661
C: -0.029 -2.473 0.860
H: -1.400 -1.329 3.237
H: -1.629 0.521 2.941
H: -1.412 0.190 0.589
H: 0.106 -3.531 0.653
H: 0.863 -1.862 1.050
C: 1.746 2.888 -1.750
C: 1.486 1.639 -1.372
N: 0.615 0.758 -2.017
H: 1.155 3.418 -2.492
H: 2.468 3.489 -1.215
H: 2.070 1.154 -0.591
H: -0.128 1.213 -2.525
H: 0.265 -0.024 -1.489

=====

Entry 6:
# C44H117N5O24

A cluster of 12 separate species, C44H117N5O24 in total (ωB97M-V/def2-TZVPD, the Open Molecules 2025 dataset).

As for the SMILES: COCCNCCOC.COCCNCCOC.COCCNCCOC.COCCNCCOC.COCCNCCOC.OCCO.OCCO.OCCO.OCCO.OCCO.OCCO.OCCO. For the relative energy (zero: lowest compared OMol25 entry of this formula, charge and spin), the calculation gives 39.8 kcal per mole. The max |F| is 3.80 eV Å⁻¹. As for the HOMO-LUMO gap: 8.63 eV. Its charge is 0. The lowest unoccupied orbital energy is 0.35 eV. As for the HOMO energy: -8.2775 eV.

Geometry (Å):
C: -0.538 -1.548 -8.976
O: -1.293 -1.107 -7.872
C: -0.905 -1.620 -6.578
C: -1.988 -1.456 -5.506
N: -1.522 -2.155 -4.312
C: -2.394 -1.950 -3.147
C: -1.851 -2.522 -1.887
O: -1.621 -3.915 -2.101
C: -0.932 -4.502 -0.995
H: 0.535 -1.237 -9.009
H: -1.041 -1.125 -9.828
H: -0.570 -2.633 -8.955
H: 0.073 -1.139 -6.292
H: -0.853 -2.704 -6.683
H: -2.812 -1.989 -5.919
H: -2.301 -0.427 -5.225
H: -1.482 -3.155 -4.423
H: -3.366 -2.358 -3.381
H: -2.517 -0.869 -2.944
H: -2.606 -2.328 -1.107
H: -0.913 -2.065 -1.534
H: -1.379 -4.257 -0.048
H: 0.044 -4.038 -0.966
H: -0.951 -5.562 -1.127
C: -1.745 0.745 6.099
O: -2.427 0.720 4.842
C: -2.794 2.080 4.397
C: -3.972 1.861 3.466
N: -4.239 2.976 2.567
C: -3.662 2.706 1.262
C: -3.773 3.931 0.428
O: -5.124 4.493 0.318
C: -6.008 3.599 -0.190
H: -1.289 -0.233 6.091
H: -2.348 0.985 6.984
H: -0.933 1.477 6.013
H: -1.896 2.466 3.897
H: -3.007 2.640 5.308
H: -4.800 1.705 4.169
H: -3.796 0.967 2.858
H: -5.238 3.088 2.499
H: -4.128 1.847 0.776
H: -2.590 2.500 1.379
H: -3.462 3.667 -0.570
H: -3.202 4.758 0.820
H: -6.477 2.968 0.628
H: -5.580 2.961 -1.009
H: -6.891 4.167 -0.568
C: -0.078 -6.638 4.357
O: -0.431 -5.349 3.875
C: 0.036 -5.168 2.502
C: 1.485 -5.377 2.287
N: 2.239 -4.610 3.245
C: 3.674 -4.507 3.053
C: 3.981 -3.426 2.073
O: 5.372 -3.407 1.888
C: 5.738 -2.332 0.998
H: 0.951 -6.626 4.774
H: -0.076 -7.357 3.538
H: -0.801 -6.928 5.124
H: -0.318 -4.171 2.196
H: -0.503 -5.916 1.913
H: 1.816 -5.154 1.282
H: 1.738 -6.416 2.491
H: 2.047 -4.964 4.150
H: 4.071 -5.476 2.726
H: 4.130 -4.297 4.001
H: 3.634 -2.435 2.442
H: 3.520 -3.584 1.075
H: 6.789 -2.377 0.835
H: 5.513 -1.402 1.521
H: 5.126 -2.227 0.079
C: 6.107 3.854 -6.360
O: 5.123 2.961 -5.803
C: 4.232 3.840 -5.056
C: 3.091 3.021 -4.506
N: 2.062 2.887 -5.475
C: 1.131 1.724 -5.200
C: -0.164 1.930 -6.047
O: -0.778 3.271 -5.923
C: -1.504 3.401 -4.752
H: 5.618 4.613 -6.948
H: 6.721 3.138 -6.962
H: 6.718 4.238 -5.532
H: 3.837 4.611 -5.727
H: 4.859 4.196 -4.246
H: 2.729 3.481 -3.578
H: 3.545 2.061 -4.171
H: 1.363 3.608 -5.655
H: 0.935 1.665 -4.127
H: 1.617 0.798 -5.548
H: -0.906 1.117 -5.872
H: 0.106 1.890 -7.109
H: -2.032 4.351 -4.765
H: -0.777 3.422 -3.938
H: -2.271 2.585 -4.674
C: -1.906 -1.743 2.414
O: -0.929 -1.852 1.422
C: 0.340 -1.365 1.922
C: 0.352 0.105 2.297
N: -0.017 1.110 1.241
C: 0.598 0.981 -0.156
C: 0.199 2.192 -0.962
O: -1.193 2.326 -1.145
C: -1.825 1.251 -1.774
H: -2.781 -2.265 2.105
H: -2.219 -0.711 2.588
H: -1.509 -2.113 3.402
H: 1.011 -1.564 1.094
H: 0.698 -1.918 2.795
H: 1.328 0.285 2.731
H: -0.323 0.216 3.124
H: -0.991 0.915 1.061
H: 0.303 0.055 -0.606
H: 1.677 0.883 -0.044
H: 0.606 2.142 -1.965
H: 0.528 3.058 -0.365
H: -2.842 1.529 -2.044
H: -1.921 0.414 -1.033
H: -1.224 0.821 -2.646
O: -6.778 -2.784 0.822
C: -5.859 -2.543 1.838
C: -5.460 -1.136 1.870
O: -6.604 -0.317 1.841
H: -7.542 -2.256 1.016
H: -6.250 -2.778 2.854
H: -5.003 -3.178 1.584
H: -4.821 -0.917 1.016
H: -4.848 -0.912 2.762
H: -6.957 -0.249 0.950
O: 4.297 1.058 3.432
C: 3.607 1.970 4.327
C: 4.571 3.002 4.758
O: 5.580 2.410 5.481
H: 5.084 0.806 3.911
H: 2.839 2.474 3.767
H: 3.060 1.457 5.140
H: 4.030 3.741 5.379
H: 4.906 3.527 3.849
H: 6.117 3.124 5.863
O: 0.142 -2.448 5.200
C: 1.503 -2.042 5.394
C: 2.204 -2.718 6.487
O: 2.740 -3.976 6.032
H: 0.065 -3.347 4.797
H: 2.063 -2.153 4.458
H: 1.470 -0.983 5.629
H: 1.593 -2.852 7.389
H: 3.076 -2.098 6.832
H: 3.225 -4.352 6.770
O: -7.781 -0.226 -0.888
C: -6.953 -0.260 -2.100
C: -5.604 -0.567 -1.737
O: -5.276 -1.933 -1.567
H: -8.412 -0.959 -0.901
H: -7.322 -1.015 -2.808
H: -6.985 0.752 -2.504
H: -5.288 0.024 -0.880
H: -5.010 -0.233 -2.618
H: -5.830 -2.242 -0.839
O: 0.643 -1.058 -3.039
C: 1.988 -1.418 -3.288
C: 2.887 -0.423 -2.516
O: 4.266 -0.670 -2.856
H: -0.025 -1.498 -3.599
H: 2.289 -2.391 -2.919
H: 2.243 -1.348 -4.346
H: 2.872 -0.589 -1.434
H: 2.606 0.586 -2.769
H: 4.492 -0.196 -3.666
O: 0.231 5.815 3.264
C: 1.568 5.489 2.892
C: 1.640 4.292 2.039
O: 0.964 3.282 2.770
H: -0.114 5.068 3.745
H: 1.946 6.321 2.329
H: 2.233 5.316 3.729
H: 2.705 4.023 1.901
H: 1.208 4.560 1.068
H: 0.573 2.615 2.155
O: 4.279 2.023 0.845
C: 5.118 1.383 -0.109
C: 5.310 2.400 -1.142
O: 3.921 2.681 -1.536
H: 4.229 1.505 1.676
H: 6.038 1.275 0.472
H: 4.752 0.437 -0.469
H: 5.759 1.859 -1.991
H: 5.904 3.211 -0.672
H: 3.472 2.894 -0.694

=====

Entry 7:
# C4H8O2

The molecule C4H8O2 (ωB97M-V/def2-TZVPD, the Open Molecules 2025 dataset).

As for the SMILES: CO/C=C/OC. For the relative energy (zero: lowest compared OMol25 entry of this formula, charge and spin), the calculation gives 62.5 kcal per mole. The max |F| is 0.33 eV Å⁻¹. As for the HOMO-LUMO gap: 9.49 eV. Its charge is 0. The lowest unoccupied orbital energy is 1.02 eV. As for the HOMO energy: -8.4733 eV.

Geometry (Å):
C: 2.336 0.107 -0.162
O: 1.453 0.025 -1.264
C: 0.128 0.105 -0.961
C: -0.430 0.859 -0.014
O: -1.763 0.758 0.306
C: -2.179 -0.559 0.626
H: 3.310 -0.230 -0.523
H: 2.428 1.129 0.225
H: 1.991 -0.550 0.648
H: -0.479 -0.556 -1.576
H: 0.108 1.619 0.552
H: -2.035 -1.253 -0.213
H: -1.624 -0.947 1.493
H: -3.244 -0.505 0.862

=====

- Which value of charge does entry 4 give?
  0

=====

- Which of these has the highest max |F|?
  C9H15N3O2S

=====

What did the second record say?
# C9H15N3O2S

The molecule C9H15N3O2S (ωB97M-V/def2-TZVPD, the Open Molecules 2025 dataset).

For the relative energy (zero: lowest compared OMol25 entry of this formula, charge and spin), the calculation gives 140.5 kcal per mole. The max |F| is 4.13 eV Å⁻¹. As for the HOMO-LUMO gap: 5.22 eV. Its charge is 0. The lowest unoccupied orbital energy is -0.62 eV. As for the HOMO energy: -5.8479 eV.

Geometry (Å):
C: -4.137 -2.378 -0.617
C: -4.259 0.096 -0.915
C: -0.992 0.582 1.159
C: 0.420 1.175 -0.726
C: 0.169 1.094 2.131
C: 1.656 1.312 0.264
C: -1.446 -0.628 -0.845
C: -0.035 -2.636 -0.776
C: -0.720 -1.636 -1.736
N: -4.477 -1.237 -0.604
N: -0.455 0.206 -0.125
N: 0.988 2.050 1.368
O: -4.099 -3.514 -0.649
O: -5.162 0.872 -0.742
S: -2.655 0.489 -1.588
H: -1.592 -0.146 1.704
H: -1.698 1.435 0.992
H: -0.084 2.192 -1.032
H: 0.769 0.674 -1.666
H: -0.355 1.473 2.974
H: 0.877 0.263 2.256
H: 1.923 0.412 0.754
H: 2.492 1.980 -0.210
H: -0.748 -3.240 -0.355
H: 0.400 -1.983 -0.018
H: 0.726 -3.215 -1.323
H: -1.514 -1.946 -2.358
H: 0.013 -1.215 -2.386
H: 0.339 2.714 0.947
H: 1.579 2.579 2.013

=====

Repeat the fifth record exactly.
# C5H10N2

A cluster of 2 separate species, C5H10N2 in total (ωB97M-V/def2-TZVPD, the Open Molecules 2025 dataset).

As for the SMILES: C=CN=C.C=CN. For the relative energy (zero: lowest compared OMol25 entry of this formula, charge and spin), the calculation gives 57.1 kcal per mole. The max |F| is 1.19 eV Å⁻¹. As for the HOMO-LUMO gap: 9.20 eV. Its charge is 0. The lowest unoccupied orbital energy is 0.80 eV. As for the HOMO energy: -8.3995 eV.

Geometry (Å):
C: -1.523 -0.489 2.556
C: -1.414 -0.681 1.244
N: -1.161 -1.942 0.661
C: -0.029 -2.473 0.860
H: -1.400 -1.329 3.237
H: -1.629 0.521 2.941
H: -1.412 0.190 0.589
H: 0.106 -3.531 0.653
H: 0.863 -1.862 1.050
C: 1.746 2.888 -1.750
C: 1.486 1.639 -1.372
N: 0.615 0.758 -2.017
H: 1.155 3.418 -2.492
H: 2.468 3.489 -1.215
H: 2.070 1.154 -0.591
H: -0.128 1.213 -2.525
H: 0.265 -0.024 -1.489